Formula: C2H2O2S
Source: the OMol25 dataset
Level of theory: ωB97M-V/def2-TZVPD

ORCA input file:
```
! wB97M-V def2-TZVPD RIJCOSX def2/J DEFGRID3
* xyz 0 3
C -1.6817 -0.1781 -0.0965
C -0.2207 -0.1261 0.0986
O -4.2543 -0.4571 0.0240
O -1.0233 -1.3221 0.1216
S -3.1533 0.5848 -0.0360
H 0.3994 0.0894 -0.6568
H 0.0655 0.0774 1.0295
*
```

Its energy relative to the best compared isomer or geometry (same formula, charge and spin) is 69.01 kcal per mole. The HOMO-LUMO gap (alpha / beta) is 7.42 / 8.73 eV. Its expectation value of S² is 2.009. The HOMO energy (alpha / beta) is -6.709 / -10.931 eV.

---

Formula: C16H18BFN6Ti
Source: the OMol25 dataset
Level of theory: ωB97M-V/def2-TZVPD

ORCA input file:
```
! wB97M-V def2-TZVPD RIJCOSX def2/J DEFGRID3
* xyz 2 1
H -0.0048 3.1071 1.0878
N 0.0321 1.9631 -0.6876
B 0.4713 0.7972 -2.8633
N 0.6311 2.0228 -1.8953
C 1.3857 3.1387 -1.9065
Ti -0.6351 -1.1336 -0.2712
H 2.0046 3.3730 -2.7579
C 1.2334 3.7887 -0.6815
H 1.7071 4.7005 -0.3735
C 0.3788 2.9993 0.0844
H 0.7657 1.1173 -3.9795
C -0.8727 -3.1477 -0.0709
H -1.1995 -3.2111 0.9858
H 0.0773 -3.6934 -0.1799
H -1.6543 -3.5766 -0.7167
N -0.9724 0.1823 -2.7898
N 1.4325 -0.2999 -2.3168
N -1.5069 -0.3608 -1.6062
N 1.1187 -0.9941 -1.1653
C -1.7932 -0.1117 -3.7996
C 2.6168 -0.7333 -2.7716
H -1.5152 0.1516 -4.8090
H 3.0434 -0.3179 -3.6706
C -2.9122 -0.7886 -3.3113
C 3.0945 -1.7233 -1.9135
C -2.7394 -0.9159 -1.9471
C 2.1401 -1.8730 -0.9149
H -3.7248 -1.1666 -3.9053
H 4.0168 -2.2663 -1.9914
H -3.3730 -1.3540 -1.1989
H 2.0946 -2.5605 -0.0826
H -0.4819 1.1208 -0.4089
F 1.0940 0.7626 5.4798
C 0.6996 0.5053 4.1900
C 1.6067 -0.0988 3.3251
C 1.1760 -0.3941 2.0168
C -0.1335 -0.1235 1.6163
C -1.0086 0.5307 2.4904
C -0.5963 0.8445 3.8012
H 2.6157 -0.3405 3.6547
H 1.8936 -0.8372 1.3264
H -2.0164 0.7914 2.1630
H -1.2627 1.3367 4.5062
*
```

The HOMO-LUMO gap is 7.07 eV. The HOMO energy is -15.044 eV.

---

Formula: C10H10O3S
Source: the OMol25 dataset
Level of theory: ωB97M-V/def2-TZVPD

ORCA input file:
```
! wB97M-V def2-TZVPD RIJCOSX def2/J DEFGRID3
* xyz 0 1
C -1.0312 -1.3380 -1.9913
C 0.1155 -0.4156 -1.7494
C 0.4543 0.1622 -0.6126
C -0.0953 0.1410 0.7368
C 0.3568 -0.7944 1.6625
C -0.1318 -0.7785 2.9565
C -1.0664 0.1700 3.3373
C -1.5113 1.1080 2.4205
C -1.0273 1.0988 1.1248
S 1.9207 1.1595 -0.8828
O 3.0550 0.6174 -0.2078
O 1.6600 2.5530 -0.7235
O 2.0258 0.8130 -2.4785
C 1.0208 -0.0666 -2.9049
H -1.7176 -0.9017 -2.7150
H -1.5649 -1.5266 -1.0645
H -0.6742 -2.2823 -2.3980
H 1.0942 -1.5228 1.3621
H 0.2222 -1.5065 3.6710
H -1.4433 0.1818 4.3490
H -2.2346 1.8530 2.7163
H -1.3604 1.8340 0.4084
H 1.4882 -0.9739 -3.3105
H 0.4448 0.4151 -3.7065
*
```

The SMILES is CC1=C(c2ccccc2)S(=O)(=O)OC1. Its energy relative to the best compared isomer or geometry (same formula, charge and spin) is 0.00 kcal per mole. The HOMO-LUMO gap is 10.30 eV. The HOMO energy is -9.692 eV.

---

Formula: C4H14NO
Source: the OMol25 dataset
Level of theory: ωB97M-V/def2-TZVPD

ORCA input file:
```
! wB97M-V def2-TZVPD RIJCOSX def2/J DEFGRID3
* xyz 1 1
C -2.1157 -0.9447 -0.6101
C -0.9296 -0.2582 -1.2706
C -0.7937 1.2480 -0.9987
C 0.5624 1.7499 -1.3794
N 1.9799 -1.4776 3.3172
H -2.5951 -1.6952 -1.2366
H -2.8398 -0.2074 -0.2144
H -1.7447 -1.5646 0.2219
H -0.8736 -0.3682 -2.3536
H -1.5967 1.7893 -1.5540
H -1.0425 1.4203 0.0538
H 1.3285 1.0833 -0.9681
H 0.7318 1.8226 -2.4578
H 0.8709 2.7103 -0.9679
H 2.9257 -1.6270 2.9681
H 1.4277 -1.0059 2.6050
H 2.1655 -0.8068 4.0602
H 1.7080 -0.8418 0.6652
H -0.0024 -0.6269 -0.5348
O 0.8334 -0.3994 0.6544
*
```

Its energy relative to the best compared isomer or geometry (same formula, charge and spin) is 173.71 kcal per mole. The HOMO-LUMO gap is 4.34 eV. The HOMO energy is -13.938 eV.

---

Formula: C22H41NO4S
Source: the OMol25 dataset
Level of theory: ωB97M-V/def2-TZVPD

ORCA input file:
```
! wB97M-V def2-TZVPD RIJCOSX def2/J DEFGRID3
* xyz 0 1
O -3.0004 0.8327 -0.1301
N -1.8176 0.8226 0.1595
O -1.2491 1.6868 0.7918
C -1.0300 -0.3306 -0.3096
C 0.0055 -0.7456 0.5121
C 0.8184 -1.7574 0.0405
C 0.5396 -2.3911 -1.1464
C -0.5323 -1.9510 -1.9452
C -1.3857 -0.9424 -1.5005
H 0.1360 -0.2558 1.4659
H 1.7067 -2.0614 0.5821
H 1.2070 -3.1874 -1.4492
H -0.6293 -2.5620 -2.8337
H -2.1767 -0.7509 -2.2078
O 0.7353 0.0957 4.5840
S 1.7356 1.1408 4.6369
O 2.2012 1.6973 5.8949
C 3.2552 0.7127 3.7157
C 3.4873 1.9908 2.8792
C 2.1227 2.3552 2.3119
C 1.2076 2.5216 3.5386
H 3.0933 -0.1370 3.0545
H 4.1203 0.5531 4.3520
H 3.9857 2.7051 3.5351
H 4.2118 1.7682 2.0930
H 1.7078 1.5159 1.7512
H 2.1965 3.2254 1.6635
H 0.1284 2.5320 3.4026
H 1.4026 3.4762 4.0312
C -7.4813 4.4079 -6.2307
C -6.1352 3.8310 -5.8317
C -6.1837 3.1722 -4.4522
C -4.8458 2.6132 -3.9392
C -4.3421 1.4379 -4.8015
C -2.8828 1.1108 -4.4255
H -8.2931 3.6781 -6.1842
H -7.4885 4.7109 -7.2804
H -7.7319 5.2506 -5.5855
H -5.8112 3.1332 -6.6098
H -5.3267 4.5714 -5.8109
H -6.8847 2.3283 -4.5330
H -6.6799 3.8511 -3.7541
H -4.1494 3.4532 -4.0501
H -4.9368 2.3169 -2.8967
H -4.8692 0.5517 -4.4316
H -4.5420 1.6484 -5.8455
H -2.2618 1.8992 -4.8580
H -2.7928 1.1312 -3.3383
H -2.5233 0.1306 -4.7393
C 2.3753 -4.0866 5.5251
C 3.1852 -3.1149 4.6213
C 3.5851 -3.9015 3.3691
C 4.0354 -2.9335 2.2600
C 4.7293 -3.6233 1.0821
C 5.3522 -2.7045 0.0327
H 2.4572 -3.8506 6.5933
H 2.7670 -5.1048 5.4941
H 1.3115 -3.9912 5.3180
H 2.4223 -2.3802 4.3620
H 4.1000 -2.7910 5.1098
H 2.7698 -4.5226 3.0066
H 4.5571 -4.3539 3.5770
H 3.3382 -2.1523 1.9256
H 4.7795 -2.2377 2.6858
H 5.4519 -4.3376 1.4761
H 4.0070 -4.1916 0.4835
H 4.8267 -2.6676 -0.9211
H 5.6141 -1.7112 0.4042
H 6.3142 -3.1307 -0.2808
*
```

The SMILES is O=[N+]([O-])c1ccccc1.O=S1(=O)CCCC1.CCCCCC.CCCCCC. The HOMO-LUMO gap is 9.84 eV. The HOMO energy is -10.214 eV.

---

Formula: C41H34Br2GaNO5
Source: the OMol25 dataset
Level of theory: ωB97M-V/def2-TZVPD

ORCA input file:
```
! wB97M-V def2-TZVPD RIJCOSX def2/J DEFGRID3
* xyz 0 1
Ga 0.1598 -0.0115 0.0123
C 5.7986 -2.1279 -1.9096
C 5.1227 -1.2418 -0.8822
C 6.1538 -0.6774 0.0980
O 4.1416 -1.9976 -0.1660
C 2.9061 -1.3034 -0.1229
C 3.3389 0.1004 -0.6632
O 4.4096 -0.2119 -1.5273
C 2.3929 1.2257 -1.1769
O 1.3150 1.3319 -0.2538
C 1.9532 1.0501 -2.6306
C 0.6182 0.9931 -3.0006
C 0.2535 0.8708 -4.3343
C 1.2219 0.8234 -5.3219
C 2.5609 0.9152 -4.9679
C 2.9235 1.0377 -3.6370
C 3.1069 2.5929 -1.0189
C 3.0071 3.5999 -1.9754
C 3.5555 4.8558 -1.7527
C 4.2069 5.1386 -0.5641
C 4.2866 4.1555 0.4099
C 3.7326 2.9061 0.1861
C 1.7334 -2.2185 -0.6251
O 0.6698 -1.3952 -1.0259
C 2.1144 -3.1088 -1.8077
C 2.4472 -2.5139 -3.0187
C 2.7942 -3.2798 -4.1194
C 2.8172 -4.6636 -4.0254
C 2.4631 -5.2689 -2.8305
C 2.1067 -4.4986 -1.7311
C 1.3008 -3.0592 0.5950
C 2.2273 -3.6610 1.4486
C 1.8044 -4.3242 2.5911
C 0.4531 -4.4069 2.9004
C -0.4759 -3.8438 2.0411
C -0.0526 -3.1809 0.8958
H 6.2876 -2.9530 -1.3939
H 6.5450 -1.5464 -2.4505
H 5.0674 -2.5243 -2.6113
H 6.6502 -1.4999 0.6109
H 5.6918 -0.0319 0.8453
H 6.8894 -0.0953 -0.4565
H 2.6406 -1.1318 0.9213
H 3.7651 0.5323 0.2502
H -0.1610 1.0551 -2.2531
H -0.7940 0.8203 -4.6031
H 0.9388 0.7387 -6.3634
H 3.3296 0.8992 -5.7308
H 3.9660 1.1224 -3.3730
H 2.4844 3.4253 -2.9041
H 3.4646 5.6219 -2.5125
H 4.6351 6.1176 -0.3906
H 4.7709 4.3674 1.3552
H 3.7682 2.1787 0.9876
H 2.4256 -1.4391 -3.1001
H 3.0441 -2.7897 -5.0529
H 3.1044 -5.2655 -4.8785
H 2.4559 -6.3491 -2.7537
H 1.8177 -4.9985 -0.8173
H 3.2818 -3.6034 1.2134
H 2.5375 -4.7810 3.2450
H 0.1290 -4.9126 3.8015
H -1.5356 -3.9192 2.2534
H -0.7834 -2.7689 0.2110
C 2.0047 -0.2610 3.1634
C 0.5156 -0.3678 3.2540
C -0.0814 -0.6540 4.4998
C -1.4383 -0.6467 4.6370
C -2.2483 -0.3310 3.5273
C -3.6530 -0.1906 3.5585
Br -4.6032 -0.4318 5.1842
C -4.3480 0.1407 2.4300
C -3.6735 0.3242 1.2160
Br -4.6645 0.7838 -0.3217
C -2.3028 0.1915 1.1095
O -1.6522 0.3656 -0.0158
C -1.5857 -0.1258 2.2978
N -0.2278 -0.1627 2.1837
H 2.4121 0.0846 4.1118
H 2.2770 0.4399 2.3745
H 2.4422 -1.2403 2.9549
H 0.5564 -0.8671 5.3464
H -1.8983 -0.8586 5.5922
H -5.4202 0.2693 2.4638
*
```

The HOMO-LUMO gap is 7.72 eV. The HOMO energy is -8.414 eV.

---

Formula: C8H15N
Source: the OMol25 dataset
Level of theory: ωB97M-V/def2-TZVPD

ORCA input file:
```
! wB97M-V def2-TZVPD RIJCOSX def2/J DEFGRID3
* xyz 0 1
C 3.5260 -0.6499 1.0030
C 2.4451 -0.2974 0.5892
N 0.9924 0.4505 -0.1850
C 1.1550 0.2967 -1.6278
C -0.1276 -0.0585 0.5032
C -0.1218 0.2463 1.9978
C -0.4925 -1.5100 0.2346
C -1.2133 1.1393 -0.2316
C -2.2679 0.5306 -1.1257
H 4.4658 -0.9741 1.3869
H 0.4825 -0.4386 -2.0753
H 2.1809 0.0001 -1.8554
H 1.0152 1.2679 -2.1110
H -1.1078 0.0736 2.4399
H 0.2018 1.2720 2.1896
H 0.5974 -0.4156 2.4915
H 0.2608 -2.1348 0.7285
H -0.4734 -1.7711 -0.8243
H -1.4886 -1.7426 0.6180
H -1.6698 1.5751 0.6588
H -0.6984 1.9612 -0.7290
H -1.8388 0.0815 -2.0235
H -2.9587 1.3188 -1.4476
H -2.8643 -0.2209 -0.6047
*
```

The SMILES is C#CN(C)C(C)(C)CC. Its energy relative to the best compared isomer or geometry (same formula, charge and spin) is 111.16 kcal per mole. The HOMO-LUMO gap is 9.77 eV. The HOMO energy is -8.836 eV.

---

Formula: C48H69Br3HfN7O9
Source: the OMol25 dataset
Level of theory: ωB97M-V/def2-TZVPD

ORCA input file:
```
! wB97M-V def2-TZVPD RIJCOSX def2/J DEFGRID3
* xyz 1 1
Hf 1.4810 -1.4773 -2.2208
C 0.6854 1.9996 -4.9332
C 1.9694 2.5844 -4.4014
C 1.7412 4.1126 -4.3256
C 2.8766 4.8275 -3.6042
C 2.8363 4.2882 -2.1609
C 3.0287 2.7645 -2.0843
N 2.1454 2.0452 -3.0209
O 2.1569 0.6612 -2.9234
C 2.6390 2.4740 -0.6464
C 4.5137 2.4505 -2.2410
C 3.0885 2.2142 -5.3974
H 0.3960 2.6547 -5.7616
H -0.2049 2.1242 -4.3136
H 0.7467 0.9531 -5.2282
H 0.7429 4.3241 -3.9421
H 1.8181 4.5871 -5.3086
H 2.7409 5.9081 -3.6687
H 3.8747 4.6495 -4.0104
H 1.8368 4.5693 -1.8209
H 3.5749 4.8343 -1.5746
H 1.6263 2.8296 -0.4470
H 3.3369 2.9871 0.0172
H 2.6322 1.4366 -0.3042
H 5.1265 3.0468 -1.5650
H 4.9785 2.6326 -3.2119
H 4.5925 1.3705 -2.1033
H 4.0377 2.6291 -5.0709
H 2.7940 2.5079 -6.4065
H 3.1353 1.1308 -5.5284
C 0.9855 -5.8454 0.2913
C 0.3224 -5.8158 -1.1239
C -0.6981 -6.9702 -1.1086
C -2.0587 -6.7087 -0.4497
C -2.5924 -5.3289 -0.8561
C -1.5607 -4.1637 -0.7652
N -0.3298 -4.5580 -1.4347
O 0.5471 -3.5431 -1.6777
C -1.4735 -3.7040 0.7070
C -2.2917 -3.0691 -1.5955
C 1.3775 -6.2176 -2.1791
H 1.5840 -6.6965 0.6083
H 0.2844 -5.5282 1.0613
H 1.7006 -5.0147 0.2380
H -0.2437 -7.8549 -0.6610
H -0.9330 -7.2800 -2.1314
H -2.0375 -6.8469 0.6332
H -2.6671 -7.4733 -0.9334
H -3.6157 -5.2054 -0.5085
H -2.6565 -5.5054 -1.9368
H -0.4975 -3.2980 0.9829
H -1.7579 -4.5250 1.3626
H -2.1209 -2.8299 0.7828
H -3.2560 -2.7268 -1.2252
H -2.3335 -3.3770 -2.6409
H -1.6684 -2.1709 -1.6106
H 0.9404 -6.4048 -3.1593
H 1.8295 -7.1467 -1.8281
H 2.2017 -5.5118 -2.2884
C 1.0114 0.8055 1.6562
C 0.1810 -0.2958 1.0370
C -1.2170 0.2659 0.7991
O 0.7176 -0.8336 -0.1513
H 2.0085 0.4526 1.9199
H 0.4699 1.1654 2.5348
H 1.0839 1.7074 1.0479
H 0.1444 -1.0830 1.7980
H -1.9047 -0.3306 0.2015
H -1.1774 1.2185 0.2611
H -1.7401 0.5903 1.7002
N 4.8503 -2.2231 -1.8375
C 3.9338 -3.1981 -1.4717
C 3.1858 -2.6280 -0.4394
C 3.6701 -1.3370 -0.2273
C 4.6620 -1.0641 -1.1425
H 5.6312 -2.2647 -2.4749
H 4.0718 -4.2086 -1.8184
H 2.5145 -3.0721 0.2786
H 3.4335 -0.6797 0.5932
H 5.2955 -0.1948 -1.1884
N 3.7725 -0.1712 5.9894
C 3.2521 -0.7551 7.1300
C 1.9847 -1.2283 6.8533
C 1.6515 -0.7920 5.5496
C 2.7557 -0.1444 5.0647
H 4.6422 0.3168 5.8808
H 3.8068 -0.9155 8.0401
H 1.3158 -1.8372 7.4394
H 0.6632 -0.9464 5.1470
H 2.9145 0.3817 4.1359
C -5.0792 1.8991 0.1571
Br -4.6448 -0.0026 0.0414
Br -3.4765 2.8774 0.9051
Br -6.6976 2.1309 1.1764
H -5.2165 2.2652 -0.8529
C -2.4007 4.5164 -2.3134
C -1.2699 3.9703 -1.7311
C -1.0479 2.5975 -1.8386
C -1.9923 1.7822 -2.4181
C -3.2094 2.3152 -2.8708
C -3.3771 3.6938 -2.8615
N -1.7705 0.3537 -2.6090
O -0.6004 -0.0486 -2.5512
O -2.7143 -0.3698 -2.7462
H -2.5044 5.5849 -2.4487
H -0.4994 4.6046 -1.3156
H -0.1363 2.1631 -1.4485
H -3.8614 1.7470 -3.5203
H -4.2574 4.1011 -3.3385
C -2.2271 4.3114 3.9643
C -1.9998 5.1822 2.9023
C -0.7857 5.2276 2.2340
C 0.3043 4.4833 2.6785
C 0.1053 3.6667 3.7958
C -1.1392 3.5581 4.3897
N 1.6490 4.5751 2.1136
O 1.8032 5.3229 1.1731
O 2.5392 3.8353 2.5131
H -3.1907 4.2953 4.4518
H -2.8410 5.7407 2.5134
H -0.7031 5.9121 1.4007
H 0.9293 3.1226 4.2375
H -1.4145 2.9173 5.2183
C -3.0705 -0.0849 4.1602
C -4.3668 0.3090 3.9347
C -5.2194 -0.5395 3.2637
C -4.8189 -1.8278 2.9104
C -3.5099 -2.2342 3.1543
C -2.6020 -1.3519 3.7696
N -5.7346 -2.7003 2.1648
O -6.9214 -2.5882 2.4039
O -5.3275 -3.4980 1.3354
H -2.4065 0.5311 4.7540
H -4.7659 1.1866 4.4248
H -6.1944 -0.1286 3.0434
H -3.2621 -3.2774 3.0157
H -1.5870 -1.6286 4.0123
*
```

Its energy relative to the best compared isomer or geometry (same formula, charge and spin) is 0.00 kcal per mole. The HOMO-LUMO gap is 5.54 eV. The HOMO energy is -9.631 eV.